15
Properties=species:S:1:pos:R:3 method="wB97M-V/def2-TZVPD" smiles=Cn1ccc(N)c1 homo_lumo_gap_ev=8.59 energy_ev=-8294.324 e_above_lowest_ev=0.672
C 2.201 0.307 -0.174
N 0.934 -0.002 0.457
C 0.411 -1.272 0.483
C -0.930 -1.205 0.279
C -1.275 0.172 0.073
N -2.533 0.734 -0.149
C -0.096 0.885 0.201
H 2.070 0.227 -1.256
H 2.490 1.334 0.070
H 2.983 -0.379 0.165
H 1.064 -2.133 0.625
H -1.635 -2.035 0.322
H -3.253 0.034 -0.302
H -2.541 1.400 -0.912
H 0.108 1.934 0.119

***

15
Properties=species:S:1:pos:R:3 method="wB97M-V/def2-TZVPD" smiles=C[C@@H]1CCN1C#N homo_lumo_gap_ev=10.13 energy_ev=-8292.283 e_above_lowest_ev=2.714
C 0.095 1.492 0.200
C 0.095 0.298 -0.650
C -0.651 -0.782 -0.004
C 0.630 -1.518 0.265
N 1.294 -0.433 -0.561
C 2.548 -0.153 -0.331
N 3.653 0.136 -0.275
H 0.790 1.361 1.107
H -0.966 1.935 0.324
H 0.658 2.320 -0.350
H -0.188 0.654 -1.676
H -1.220 -1.475 -0.633
H -1.392 -0.521 0.876
H 1.097 -1.557 1.297
H 0.449 -2.513 -0.168

***

15
Properties=species:S:1:pos:R:3 method="wB97M-V/def2-TZVPD" smiles=Cc1cc(N)c[nH]1 homo_lumo_gap_ev=8.63 energy_ev=-8293.934 e_above_lowest_ev=1.062
C 2.346 -0.482 -0.028
C 0.906 -0.095 -0.013
C -0.198 -0.782 -0.489
C -1.310 0.061 -0.281
N -2.648 -0.127 -0.628
C -0.898 1.197 0.405
N 0.491 1.076 0.525
H 2.765 -0.454 0.985
H 2.449 -1.499 -0.413
H 2.940 0.189 -0.658
H -0.211 -1.801 -0.850
H -3.207 0.688 -0.403
H -3.079 -0.978 -0.298
H -1.452 1.184 1.336
H 1.107 1.823 0.810

***

15
Properties=species:S:1:pos:R:3 method="wB97M-V/def2-TZVPD" smiles="C/N=C(/C)CC#N" homo_lumo_gap_ev=10.51 energy_ev=-8293.974 e_above_lowest_ev=1.022
C -0.701 -1.790 0.902
N -1.175 -0.606 0.230
C -0.400 0.211 -0.348
C -0.944 1.582 -0.633
C 1.088 -0.006 -0.667
C 1.945 0.612 0.349
N 2.589 1.112 1.170
H -0.966 -1.635 1.954
H 0.382 -1.978 0.853
H -1.246 -2.675 0.561
H -0.456 2.273 0.066
H -0.768 1.948 -1.648
H -2.012 1.568 -0.409
H 1.321 0.453 -1.635
H 1.342 -1.068 -0.746

***

15
Properties=species:S:1:pos:R:3 method="wB97M-V/def2-TZVPD" smiles=Cc1cnn(C)c1 homo_lumo_gap_ev=9.33 energy_ev=-8293.452 e_above_lowest_ev=1.545
C 2.425 -0.339 0.064
C 1.020 0.118 0.090
C 0.571 1.372 0.428
N -0.718 1.545 0.365
N -1.202 0.111 -0.022
C -2.558 -0.289 -0.267
C -0.103 -0.636 -0.196
H 3.090 0.315 -0.519
H 2.525 -1.340 -0.375
H 2.853 -0.397 1.076
H 0.982 2.388 0.825
H -2.913 0.068 -1.239
H -3.189 0.128 0.522
H -2.621 -1.381 -0.241
H -0.165 -1.671 -0.511

***

15
Properties=species:S:1:pos:R:3 method="wB97M-V/def2-TZVPD" smiles="C[C@]1(N)C=C=CN1" homo_lumo_gap_ev=7.42 energy_ev=-8291.490 e_above_lowest_ev=3.506
C -0.916 -0.912 -0.687
C 0.313 -0.218 -0.015
N 1.536 -0.939 -0.299
C -0.340 0.030 1.326
C -0.861 1.283 1.484
C -0.250 1.937 0.353
N 0.415 1.150 -0.486
H -0.624 -1.226 -1.686
H -1.263 -1.788 -0.122
H -1.759 -0.216 -0.733
H 2.276 -0.709 0.358
H 1.371 -1.939 -0.226
H -0.575 -0.871 1.902
H -0.301 3.001 0.116
H 0.980 1.417 -1.284

***

15
Properties=species:S:1:pos:R:3 method="wB97M-V/def2-TZVPD" homo_lumo_gap_ev=10.29 energy_ev=-8291.064 e_above_lowest_ev=3.932
H -2.701 0.686 0.405
N -2.103 -0.003 -0.150
C -0.913 0.201 -0.155
C 0.028 1.347 0.298
C 1.356 0.913 -0.100
C 1.189 -0.458 -0.277
C 0.424 -1.358 0.614
N -0.146 -0.917 -0.640
H -0.262 1.385 1.506
H -0.195 2.229 -0.304
H 1.890 1.565 -0.882
H 1.881 1.067 0.928
H 2.057 -0.985 -0.895
H 0.198 -0.923 1.571
H 0.370 -2.456 0.927

***

15
Properties=species:S:1:pos:R:3 method="wB97M-V/def2-TZVPD" smiles="C/N=C/N1C=C1C" homo_lumo_gap_ev=9.30 energy_ev=-8291.116 e_above_lowest_ev=3.881
C -2.757 -0.461 0.125
N -1.506 0.077 -0.362
C -0.690 0.527 0.493
N 0.520 1.169 0.135
C 0.986 0.814 -1.241
C 1.643 0.271 -0.291
C 2.675 -0.516 0.398
H -2.867 -1.495 -0.221
H -2.851 -0.448 1.223
H -3.590 0.112 -0.300
H -0.879 0.531 1.577
H 0.731 1.078 -2.252
H 3.208 0.117 1.116
H 2.218 -1.345 0.950
H 3.390 -0.923 -0.321

***

15
Properties=species:S:1:pos:R:3 method="wB97M-V/def2-TZVPD" smiles=Cn1ccc(N)c1 homo_lumo_gap_ev=8.93 energy_ev=-8294.375 e_above_lowest_ev=0.621
C -0.885 -1.256 1.669
N -0.299 -0.270 0.792
C -0.724 1.024 0.656
C -0.068 1.587 -0.410
C 0.763 0.579 -0.965
N 1.432 0.700 -2.218
C 0.601 -0.553 -0.205
H -1.337 -0.753 2.532
H -1.661 -1.834 1.145
H -0.103 -1.942 2.022
H -1.466 1.431 1.330
H -0.163 2.599 -0.775
H 0.722 0.399 -2.878
H 2.195 0.031 -2.279
H 1.030 -1.542 -0.320